{
  "formula": "C24H46Al2B2Cl2CsF9N7O12S",
  "method": "the ωB97M-V functional and the def2-TZVPD basis",
  "symbols": ["Cs", "Cl", "Cl", "S", "Al", "Al", "F", "F", "F", "F", "F", "F", "F", "F", "F", "O", "O", "O", "O", "O", "O", "O", "O", "O", "O", "O", "O", "N", "N", "N", "N", "N", "N", "N", "C", "C", "C", "C", "C", "C", "C", "C", "C", "C", "C", "C", "C", "C", "C", "C", "C", "C", "C", "C", "C", "C", "C", "C", "B", "B", "H", "H", "H", "H", "H", "H", "H", "H", "H", "H", "H", "H", "H", "H", "H", "H", "H", "H", "H", "H", "H", "H", "H", "H", "H", "H", "H", "H", "H", "H", "H", "H", "H", "H", "H", "H", "H", "H", "H", "H", "H", "H", "H", "H", "H", "H"],
  "xyz": [[-3.10518, 2.44423, -3.07981], [0.08142, 1.98361, 1.67065], [2.05175, 0.46444, 0.23376], [2.33838, 0.75117, -3.12357], [0.21328, -4.98651, -2.28832], [-4.91249, -3.39426, -1.43891], [-4.32983, -2.33138, -0.24196], [-0.55721, -8.46731, -1.12223], [0.14187, -6.60788, 0.01713], [-3.61491, -3.66813, -2.57381], [-0.11509, -8.60420, 1.13430], [-6.19815, -2.64524, -2.26747], [-1.69803, -5.55152, -4.12157], [1.60927, -8.33012, -0.35983], [-5.40699, -4.85548, -0.76453], [-3.07068, -0.43218, -3.26534], [6.15725, -4.82033, -3.76508], [-2.79995, 10.78693, 9.92573], [-1.40441, 8.91731, 7.15211], [0.19515, 8.08218, 5.87931], [0.66822, 9.63304, 7.40768], [-3.86929, 3.24529, 1.74532], [0.76288, 3.03426, 5.43603], [0.28658, -6.43716, -3.77285], [-4.38375, -2.61377, -6.35907], [-3.25531, -0.74066, -5.46607], [2.19194, -4.25366, -5.49422], [-3.91659, 9.25952, 11.17650], [1.59858, -1.66850, -4.18728], [-0.37187, 1.56439, -1.83007], [-3.84864, 9.07747, 8.87475], [0.01076, -4.92195, -5.47440], [0.15482, 5.23669, 7.17610], [2.93106, -2.05021, -4.12633], [-0.42062, -5.66928, -4.39736], [-0.88545, 4.28748, 6.83646], [-0.14210, -0.03824, -3.79550], [1.73725, 1.39145, 1.72274], [2.80398, -2.44010, -1.59868], [5.94917, -4.89125, -6.12295], [7.45081, -5.12753, -4.30882], [-3.47772, 9.77503, 9.98836], [3.30528, -2.89593, -2.97543], [7.21003, -5.64954, -5.71886], [-3.43629, 2.73291, 0.62320], [-1.14205, 3.35745, 8.01930], [-0.62427, -2.21375, -4.73832], [1.09064, -3.92777, -5.21615], [-0.54844, 3.54549, 5.51929], [1.20050, -0.44034, -3.76265], [5.18561, -4.84804, -4.80855], [0.69790, -2.55513, -4.68731], [-5.79411, -1.22055, -4.78167], [-1.08135, -0.98991, -4.29252], [-2.59991, -0.70306, -4.33632], [-0.21755, 8.83238, 6.77370], [-0.53039, 1.39293, -3.29315], [0.94977, 1.77520, 6.06507], [-4.47205, -1.54450, -5.52369], [0.26875, -8.04504, -0.06760], [1.71816, -2.28409, -1.62185], [0.06290, 1.14257, 5.97845], [-4.77922, -3.39577, -5.95162], [-5.67995, -0.81912, -3.77465], [0.19575, 2.38148, -1.63643], [-4.40035, 8.24164, 8.89708], [-1.80684, 4.84848, 6.65732], [-1.28578, 2.75879, 5.31630], [6.20916, -3.87818, -6.44163], [-0.63097, 4.27204, 4.70757], [-0.77010, -4.49762, -5.96747], [1.85824, 0.73644, 2.57769], [4.53798, -3.98076, -4.72354], [-3.65900, 9.75083, 12.01180], [2.42495, 2.22575, 1.79391], [-3.62592, 3.32017, -0.31130], [0.24474, 5.91267, 6.41797], [0.15882, 0.78799, -1.45380], [-1.80685, 2.53927, 7.73838], [3.27756, -1.51491, -1.27717], [-2.33319, 2.54185, 0.57251], [1.21936, 1.89935, 7.11545], [2.96554, -3.24065, -0.87611], [1.04693, 4.74593, 7.18017], [-6.40027, -2.12026, -4.67739], [7.94936, -5.85268, -3.66736], [2.88739, -3.88817, -3.16197], [3.55420, -1.27148, -4.28834], [8.05597, -5.48126, -6.38232], [8.04455, -4.20801, -4.32031], [7.00589, -6.72163, -5.69223], [-4.47422, 8.43078, 11.25091], [3.39495, 0.05690, -2.66306], [4.57248, -5.74808, -4.67616], [-3.84010, 1.71728, 0.36991], [-1.37291, -2.89578, -5.11175], [5.38664, -5.36553, -6.92552], [-6.40532, -0.50001, -5.34081], [-1.61629, 3.90911, 8.82998], [4.38532, -3.01978, -2.91181], [0.19753, 2.08830, -3.76465], [1.78341, 1.27778, 5.56861], [-1.57162, 1.66218, -3.63375], [-3.53435, 9.43230, 7.99028], [0.06515, 10.08355, 8.03156], [-0.22191, 2.92991, 8.41783]],
  "forces_ev_per_a": [[-5.41, 2.68, 1.90], [-0.03, 0.17, 0.23], [0.38, -0.05, 0.19], [0.00, 0.31, -0.41], [0.34, -0.84, 3.14], [-0.08, -0.17, 0.50], [0.04, -0.09, -0.49], [0.05, 0.27, -0.16], [0.02, 1.29, -0.84], [-0.11, 0.28, -0.10], [0.02, 0.20, -0.11], [0.42, -0.09, -0.04], [-0.07, -0.02, -0.31], [-0.03, 0.22, -0.13], [0.21, 0.34, -0.32], [-0.21, 0.32, 0.44], [-0.03, 0.18, -0.04], [0.05, -0.03, 0.00], [-0.31, -0.75, -0.70], [-0.35, -0.41, -0.29], [-0.90, -0.41, -0.21], [0.16, -0.04, 0.14], [-0.26, -0.20, 0.07], [-0.29, 0.96, 0.50], [1.24, 0.04, 0.56], [0.78, -0.64, -0.51], [0.19, 0.24, 0.14], [0.04, 0.02, 0.08], [0.25, -0.03, -0.07], [-0.75, -0.16, -0.96], [-0.09, 0.08, -0.05], [-1.01, 1.37, 0.83], [0.16, -0.29, -1.08], [0.70, -0.14, 0.16], [0.33, -1.39, -2.41], [-0.07, -0.05, 0.82], [-1.41, -0.16, -0.23], [-0.21, 0.02, 0.15], [-0.43, 0.06, -0.65], [0.08, 0.14, -0.03], [0.12, 0.13, -0.03], [0.01, -0.05, -0.04], [-0.70, -0.38, 1.05], [-0.08, -0.13, 0.05], [0.02, 0.06, -1.41], [-0.08, -0.13, 0.01], [-0.52, 0.06, 0.00], [0.80, -1.00, -0.58], [0.07, 0.19, -0.63], [0.52, 0.22, 0.73], [0.02, -0.41, -0.01], [-0.60, -0.68, -0.07], [0.11, 0.33, 0.34], [0.37, 1.71, -0.41], [0.73, 0.26, 1.05], [0.92, 1.01, 0.88], [1.80, -0.92, -0.64], [0.23, 0.04, -0.03], [-1.34, -0.44, -0.22], [0.08, -0.92, 0.07], [0.05, 0.10, 0.11], [-0.04, 0.04, 0.04], [-0.53, 0.10, -0.38], [0.07, -0.05, -0.02], [-0.06, 0.02, 0.04], [-0.01, 0.01, 0.06], [0.03, -0.01, -0.21], [-0.04, -0.05, 0.22], [-0.01, -0.01, -0.01], [0.06, 0.05, 0.03], [-0.06, -0.20, -0.05], [-0.07, -0.12, -0.09], [0.08, 0.01, -0.16], [0.00, 0.01, -0.01], [0.00, 0.01, -0.20], [-0.22, 0.40, 0.31], [-0.13, 0.47, 0.36], [-0.37, -0.06, 0.38], [0.01, 0.00, -0.01], [0.11, -0.16, 0.26], [0.02, -0.22, 0.49], [-0.09, -0.09, 0.04], [0.23, 0.15, 0.05], [0.01, 0.05, 0.40], [0.01, 0.02, 0.02], [-0.08, 0.01, 0.07], [0.24, -0.04, -0.08], [-0.27, 0.17, -0.10], [0.00, 0.03, 0.01], [0.05, -0.03, -0.02], [0.02, 0.00, 0.00], [-0.02, 0.01, -0.03], [-0.36, -0.38, -0.27], [-0.06, 0.03, -0.09], [0.08, -0.19, 0.59], [0.06, -0.07, 0.01], [0.00, -0.03, 0.02], [0.18, -0.03, -0.16], [0.04, 0.05, -0.02], [0.03, 0.16, -0.56], [-0.68, -0.23, -0.30], [0.00, 0.04, -0.03], [5.16, -2.44, -0.74], [0.09, -0.07, 0.01], [0.56, 0.34, 0.23], [0.03, 0.01, -0.05]],
  "mulliken_charge": [1.10, -0.11, -0.04, -0.08, 0.76, 0.44, -0.38, -0.40, -0.36, -0.26, -0.33, -0.38, -0.09, -0.39, -0.35, -0.65, -0.41, -0.63, -0.45, -0.54, -0.44, -0.37, -0.36, -0.36, -0.54, -0.49, -0.26, -0.39, 0.39, -0.09, -0.35, -0.10, -0.52, -0.94, 0.69, 0.40, 0.21, -0.52, -1.52, -0.68, -0.50, 0.68, -0.42, -0.58, 0.05, -1.51, -0.30, -0.69, -0.68, 1.52, 0.33, 1.31, -0.80, -0.16, -0.49, 0.79, -2.36, -0.74, 0.65, 0.55, 0.20, 0.35, 0.34, 0.24, 0.31, 0.17, 0.43, 0.46, 0.35, 0.32, 0.38, 0.30, -0.26, 0.22, 0.34, -0.03, 0.27, 0.05, 0.36, 0.40, -0.02, 0.27, 0.45, 0.33, 0.26, 0.28, 0.18, 0.44, 0.37, 0.29, 0.26, 0.16, 0.24, 0.17, 0.27, 0.40, 0.35, 0.37, 0.38, 0.70, 0.58, 0.25, 1.07, 0.23, 0.34, 0.30],
  "charge": 1,
  "total_energy_ev": -136063.690,
  "gap_ha": 0.0668
}